{"formula": "C52H100F18O26", "method": "ωB97M-V/def2-TZVPD", "symbols": ["H", "H", "H", "C", "O", "H", "H", "C", "O", "H", "O", "O", "O", "O", "F", "C", "H", "H", "H", "C", "H", "H", "C", "H", "C", "H", "F", "H", "H", "H", "F", "C", "C", "C", "H", "H", "H", "O", "H", "H", "H", "C", "O", "C", "O", "F", "C", "H", "H", "H", "H", "H", "C", "H", "C", "H", "H", "C", "O", "H", "H", "H", "H", "C", "H", "H", "C", "H", "H", "H", "H", "H", "C", "H", "O", "H", "H", "H", "H", "H", "H", "O", "O", "H", "H", "O", "C", "O", "H", "C", "O", "C", "C", "H", "H", "H", "F", "F", "H", "H", "H", "C", "C", "H", "H", "C", "C", "H", "C", "H", "F", "H", "F", "C", "H", "O", "H", "H", "O", "H", "F", "F", "C", "C", "H", "C", "C", "H", "H", "H", "F", "F", "H", "F", "H", "F", "H", "C", "C", "C", "C", "C", "O", "H", "F", "H", "H", "H", "H", "H", "O", "O", "H", "H", "H", "C", "H", "H", "C", "H", "H", "O", "C", "H", "H", "H", "O", "H", "F", "C", "H", "F", "O", "O", "H", "C", "C", "C", "H", "F", "C", "C", "C", "H", "C", "H", "O", "C", "H", "H", "C", "H", "C", "H", "H", "C"], "coordinates": [[-2.002, -0.596, -1.508], [0.786, 4.978, -0.193], [1.451, -6.879, 0.544], [-0.199, -0.972, 5.290], [-2.312, -6.800, 1.931], [-4.279, -6.481, 2.653], [-3.602, 7.208, 2.034], [-2.412, -1.268, -0.771], [-3.620, -0.630, -0.400], [-4.353, -4.159, -5.795], [-0.454, 0.173, 5.459], [-2.845, 5.237, -0.308], [2.233, 7.697, 0.146], [-3.788, 4.552, 2.674], [-2.282, -5.476, -1.133], [-4.840, 5.545, 2.823], [4.692, -2.106, 3.369], [0.034, 0.144, -4.549], [2.082, 6.056, -5.163], [-2.853, 2.383, 2.502], [-0.900, -2.766, -4.550], [2.203, -1.765, -1.517], [6.667, -0.405, 1.108], [3.932, -0.187, -2.528], [-1.653, 4.721, -4.297], [-4.874, -3.806, -1.993], [-2.368, -1.593, 5.912], [0.779, 8.829, 0.953], [-2.268, 2.456, -2.798], [-0.673, -8.207, 0.459], [-3.106, 1.510, 3.476], [-1.290, 3.023, -2.642], [1.839, -7.624, 1.210], [1.207, 6.710, -5.298], [2.610, -5.709, 4.598], [3.194, 0.228, 6.952], [4.303, 0.492, 1.570], [0.142, 6.208, -4.602], [2.274, 0.428, -0.463], [2.703, 4.500, -3.220], [3.617, -6.525, 1.851], [-3.763, -6.148, 6.014], [-1.472, 4.437, -2.929], [-2.591, -2.727, -1.374], [0.905, -8.360, 1.901], [-4.139, -6.135, -1.760], [1.429, -0.198, -0.172], [1.026, 6.701, -6.374], [-3.042, -3.409, -0.589], [6.233, 4.065, -0.084], [-5.555, 5.624, 1.969], [-3.582, -5.256, 6.653], [-0.042, 5.519, 1.784], [1.779, 6.871, -2.362], [-3.330, -5.885, -6.585], [-0.299, -2.020, -3.130], [-2.527, -4.222, -5.560], [-0.756, -0.571, -4.764], [-0.793, 6.112, -0.480], [4.104, 7.141, -0.594], [0.234, -9.699, 0.322], [-1.904, -7.416, 4.291], [1.410, 7.769, -5.005], [0.780, 1.113, 1.658], [-1.000, 5.568, 2.316], [-4.647, 7.577, 3.368], [-4.045, 6.817, 2.948], [1.311, -4.049, -1.660], [6.300, 1.576, -0.625], [-2.242, -4.819, 2.809], [2.997, -1.027, 4.981], [4.238, -1.990, 1.584], [2.245, -0.326, 6.864], [-5.448, 5.280, 3.698], [1.847, -5.656, 2.598], [1.581, -4.441, 4.110], [2.648, 3.289, -1.845], [2.495, -2.041, 0.155], [2.426, -1.301, 7.368], [6.331, 2.655, -2.161], [5.007, 4.564, 2.208], [-3.632, -5.427, -4.283], [-3.303, -1.237, -5.524], [-4.910, -2.053, -1.766], [0.360, 6.534, 1.778], [4.767, 2.899, 0.820], [-2.522, 7.167, -1.640], [-1.426, -5.238, -3.733], [-0.756, -5.777, 2.795], [0.911, -3.862, -0.637], [0.605, -2.446, -0.516], [3.135, 7.536, -0.905], [4.279, 3.887, 1.723], [3.266, 8.464, -1.420], [3.575, 4.560, 1.281], [-0.578, 2.630, -3.387], [8.670, -0.066, -0.284], [-2.723, 8.241, -0.855], [-5.221, -2.681, -3.401], [-3.482, -1.616, 1.382], [-4.195, -7.118, 0.969], [-4.111, 3.293, 2.417], [4.829, 0.471, -2.414], [-4.757, -2.128, 0.240], [5.105, 0.719, -3.432], [4.690, -0.095, 2.444], [-1.228, -2.025, 5.202], [2.775, -7.413, 3.106], [-4.249, -1.283, 0.692], [3.823, 3.275, 2.495], [-1.680, 7.567, -2.581], [1.653, 9.474, -0.417], [-5.418, 0.198, -4.617], [-3.462, -4.787, -5.558], [1.727, -4.003, 0.136], [-5.209, 2.860, 2.125], [0.721, -1.983, -4.528], [-1.665, -1.415, 0.048], [-3.207, -2.903, -2.635], [5.623, -0.149, -1.918], [-1.663, -2.290, 3.932], [-4.169, 0.757, -2.913], [-1.820, -5.855, 2.919], [8.258, 0.000, 1.005], [-0.948, 2.890, -1.661], [2.056, -0.664, 5.416], [2.257, 4.218, -2.273], [3.393, 6.517, -2.760], [0.101, -4.535, -0.472], [1.476, 0.207, 7.374], [8.410, 1.239, 1.473], [-3.652, 6.884, -2.203], [-4.316, -6.273, -6.896], [-2.584, 1.734, 1.332], [-0.124, 0.935, 2.323], [-2.388, -7.384, -2.136], [1.178, 4.134, -2.377], [-0.171, -8.977, 1.053], [-2.069, 6.026, -0.724], [5.754, 2.314, -1.271], [4.218, -1.459, 2.594], [1.761, -1.676, -0.524], [6.132, -0.904, 0.160], [-2.240, 3.913, -4.710], [-0.762, -3.181, 5.711], [-3.648, -5.406, 1.332], [-4.956, -0.598, 1.272], [-0.826, -9.422, 1.790], [0.508, -0.001, -0.732], [-3.191, 6.683, 3.648], [1.148, -0.150, 1.209], [0.982, -1.555, 5.213], [0.436, 1.782, 0.845], [1.483, 1.707, 2.218], [4.632, 4.099, -0.854], [2.596, -6.832, 2.175], [-2.777, -5.624, -7.486], [-0.512, 4.857, -6.186], [2.732, 6.496, -1.923], [-1.544, -2.943, -1.427], [3.205, -4.505, 3.443], [6.173, 0.016, 2.255], [-0.151, 5.098, 0.327], [3.133, -1.456, 2.693], [1.748, 0.165, 4.779], [2.449, -8.253, 0.535], [4.580, 1.699, -1.768], [4.525, 0.545, 3.308], [-4.029, 1.790, -4.853], [-3.678, -6.453, 1.704], [0.367, 8.170, -0.633], [9.062, -0.778, 1.711], [2.617, 5.250, -1.364], [-3.461, -6.024, 4.618], [-4.830, -6.397, 6.087], [2.351, -5.070, 3.714], [-2.055, -6.321, 4.324], [-0.281, -1.879, -4.238], [0.622, 4.868, 2.347], [-1.781, 3.101, 2.875], [-2.544, -5.511, -3.508], [1.169, 8.597, -0.051], [-4.173, 0.590, -4.234], [-2.748, -6.712, -6.217], [-2.847, -6.098, -2.118], [-0.878, 4.280, 0.345], [-1.978, -0.037, -4.063], [-4.650, -2.819, -2.452], [-1.513, -5.821, 5.108], [-0.919, -0.648, -5.882], [-0.377, 4.959, -5.066], [-2.316, 5.609, -4.307], [-3.112, -0.413, -4.721], [-3.122, -6.931, 6.461], [0.257, 4.104, -4.823], [5.331, 3.450, -0.343]], "forces_ev_per_angstrom": [[0.40, 0.00, -0.40], [0.26, -0.50, 0.27], [-1.09, 0.47, -0.69], [0.72, 0.16, 0.02], [-0.37, 1.03, 0.97], [0.62, 0.04, -0.90], [-0.28, -0.36, -0.29], [-1.03, -1.18, -0.56], [0.22, 0.54, 0.74], [0.82, -0.33, 0.69], [-0.01, 0.84, -0.05], [-0.98, -0.93, 0.71], [0.47, -1.23, 0.96], [-0.52, -0.70, -0.11], [1.65, 0.66, 0.63], [-0.10, 0.17, -0.69], [-0.26, 0.75, -0.50], [-0.33, 0.47, -0.10], [0.28, 0.39, 0.16], [-0.31, 0.40, -0.25], [0.67, 0.92, -0.17], [0.28, 0.40, -0.34], [1.65, 0.72, -0.38], [0.31, 0.87, 0.58], [-1.28, 0.56, 0.12], [-0.65, 0.57, -0.31], [2.08, -1.14, -1.05], [0.05, -0.10, -0.34], [1.16, 0.79, 0.33], [-0.08, 0.06, 0.41], [0.28, -0.58, -0.23], [-1.78, 0.40, -2.82], [0.33, -0.23, -1.28], [1.21, 0.31, -0.82], [-0.05, -0.24, -0.91], [-0.38, -0.04, 0.07], [-0.13, -0.88, 0.63], [-1.43, -0.83, 0.22], [-0.05, 0.28, -0.02], [0.10, -0.59, -0.50], [-0.63, -0.04, -0.28], [0.25, -0.30, -0.05], [0.63, -0.83, 0.98], [0.22, 1.10, 1.64], [-2.25, -1.33, -0.88], [-0.42, -0.27, -0.78], [-0.11, -2.10, -0.47], [-0.17, 0.16, -0.29], [0.33, 0.78, -0.84], [-0.50, -0.43, -0.16], [0.82, -0.60, 0.32], [0.03, -0.01, -0.81], [0.14, 1.14, -0.25], [-0.06, -0.58, 0.15], [-0.59, -0.61, -0.96], [0.05, 0.80, -0.57], [-0.40, 0.33, 0.27], [-0.43, 0.36, -0.12], [0.75, 0.84, 0.08], [0.06, 0.55, 1.01], [0.13, 0.00, 0.58], [0.04, 0.33, 0.55], [-0.11, -0.95, 0.05], [-2.84, 0.51, 0.50], [0.05, -0.25, -0.39], [-0.76, 0.97, 0.38], [1.10, -0.08, 0.79], [-0.08, 0.00, 0.57], [-0.03, 0.59, -0.87], [0.12, -0.92, -0.24], [-0.63, -0.59, 0.21], [0.67, 0.45, 1.29], [1.77, -1.16, 0.25], [0.38, 0.17, -0.05], [-0.49, -2.24, -1.79], [-0.41, 0.83, 0.12], [0.07, 0.10, -0.43], [0.65, -0.45, 0.89], [-0.18, 0.62, 0.02], [0.17, -0.02, 0.83], [0.44, -0.62, -0.38], [0.26, 0.31, 0.90], [0.04, -1.49, -1.48], [-0.16, 0.88, 0.41], [0.28, -0.06, 0.32], [0.13, 0.56, 0.20], [0.57, 0.78, 0.51], [1.96, 0.62, -1.01], [0.68, -0.09, -0.39], [2.52, 1.58, 0.17], [-1.26, -1.31, 0.23], [0.20, -1.27, -0.42], [0.37, -0.66, 0.57], [0.33, 0.82, -0.47], [-0.82, 0.20, -0.61], [0.00, -0.18, 0.45], [-0.50, 0.25, 0.86], [-0.10, 0.54, 0.63], [0.89, -0.19, 0.54], [0.08, -0.29, 0.37], [0.90, 0.40, 0.40], [-1.37, -0.01, -1.26], [0.31, -0.91, -0.36], [-0.52, -0.39, 0.69], [0.50, -0.25, -0.45], [1.23, 2.58, -1.02], [-3.71, -1.46, -0.03], [-0.12, -0.01, -0.47], [-0.44, 0.88, 0.13], [-0.30, 0.32, 0.28], [0.67, -0.33, -0.25], [-0.41, 1.13, -0.79], [0.70, -0.29, 0.50], [0.30, -0.08, -1.00], [-0.84, -0.60, -0.88], [1.57, 0.51, 0.65], [1.45, -0.46, -0.63], [-0.68, 0.31, -0.16], [-0.67, 0.99, 0.16], [-0.67, 0.72, -0.42], [0.67, 0.46, 1.16], [0.11, 0.04, -0.51], [0.29, 0.35, -0.28], [-1.34, -0.18, -0.31], [0.52, 0.01, 1.39], [0.37, 1.66, -0.96], [0.26, 0.32, 0.59], [1.11, -0.11, -0.70], [-0.92, 0.10, 0.35], [-0.75, 0.37, 0.03], [0.06, 0.23, -0.36], [-1.51, -0.60, -0.80], [0.44, 0.09, 0.17], [-0.27, 0.65, 1.37], [1.01, 0.48, -0.58], [-0.17, 0.45, 0.01], [-0.28, 0.20, -0.11], [1.67, 1.07, 0.53], [0.58, 0.19, -0.72], [-0.17, -0.35, 0.47], [-0.93, -2.78, -1.77], [-0.26, 1.30, -0.61], [-0.23, -0.11, 0.55], [-0.10, -0.40, -0.59], [-0.84, 0.56, -0.04], [-0.58, -0.52, -0.02], [0.90, -0.77, -1.18], [-0.19, -0.14, -0.24], [0.12, 0.58, -0.11], [-0.57, -0.09, -0.29], [0.92, -0.14, -0.09], [0.28, -0.97, 0.00], [0.04, -0.40, 0.11], [0.95, -0.24, 0.28], [-0.36, 0.25, -0.09], [1.64, 1.02, 2.49], [-0.22, 0.61, -0.07], [-0.08, 0.75, 0.98], [-2.33, 1.85, -0.57], [0.53, -0.93, -0.58], [1.22, 0.90, 0.08], [-0.25, -0.61, -0.04], [-1.62, -0.36, 0.80], [-0.15, 0.24, 0.65], [0.57, 0.69, 0.30], [0.27, -0.01, 0.50], [-0.73, -0.46, 0.73], [0.11, -0.15, 0.18], [0.66, -0.30, 0.48], [-0.92, 0.23, 0.03], [-0.12, 0.20, -0.54], [0.02, -0.56, 0.29], [0.05, -0.92, 0.94], [0.58, -0.11, 1.02], [0.37, -0.09, 0.10], [-0.01, -0.03, 1.83], [-2.31, -0.39, -0.25], [-2.15, -1.97, 1.44], [0.11, -0.09, -0.10], [0.09, -0.46, -0.44], [-2.27, -0.03, 0.62], [0.49, -0.30, 1.12], [-2.10, 0.30, -0.55], [0.12, -0.39, 0.55], [-1.35, -1.62, -0.07], [0.71, -0.53, -0.57], [0.65, -1.35, -2.37], [0.45, -1.86, -0.53], [0.90, 0.14, -0.06], [-0.13, 0.36, 1.37], [-0.08, -0.03, -0.08], [0.53, -0.26, -0.25], [0.84, 2.51, 2.73], [-0.54, -0.04, -0.13], [0.72, 0.09, 0.18], [1.26, 0.19, -0.42]], "lowdin_charge": [0.10, 0.10, 0.11, -0.44, -0.19, 0.09, 0.07, -0.17, -0.22, 0.14, 0.19, 0.18, -0.18, 0.00, 0.18, -0.17, 0.10, 0.11, 0.08, -0.51, 0.08, 0.12, -0.39, 0.08, -0.20, 0.09, 0.11, 0.10, 0.10, 0.07, 0.17, -0.04, -0.28, -0.15, 0.11, 0.09, 0.13, -0.19, 0.12, 0.09, 0.14, -0.11, -0.20, -0.20, -0.17, 0.15, -0.16, 0.08, 0.13, 0.14, 0.14, 0.09, -0.03, 0.13, -0.06, 0.08, 0.11, -0.16, 0.03, 0.13, 0.09, 0.14, 0.11, -0.11, 0.07, 0.06, -0.07, 0.10, 0.11, 0.13, 0.11, 0.10, -0.04, 0.13, -0.19, 0.07, 0.09, 0.09, 0.10, 0.14, 0.10, 0.03, 0.20, 0.05, 0.07, -0.19, -0.60, 0.18, 0.10, -0.05, -0.21, -0.20, -0.08, 0.12, 0.07, 0.08, 0.14, 0.15, 0.11, 0.08, 0.10, -0.37, -0.11, 0.07, 0.08, -0.17, -0.44, 0.13, -0.09, 0.08, 0.18, 0.08, 0.13, -0.19, 0.10, 0.15, 0.06, 0.13, -0.19, 0.09, 0.14, 0.18, -0.19, -0.52, 0.06, -0.23, -0.05, 0.12, 0.06, 0.07, 0.16, 0.21, 0.09, 0.14, 0.10, 0.14, 0.07, -0.03, -0.45, -0.18, -0.10, -0.21, 0.13, 0.11, 0.15, 0.08, 0.12, 0.08, 0.12, 0.09, -0.18, 0.04, 0.09, 0.07, 0.10, -0.18, 0.08, 0.15, -0.25, 0.08, 0.07, 0.03, -0.15, 0.07, 0.12, 0.14, -0.21, 0.12, 0.14, -0.11, 0.07, 0.17, -0.21, -0.23, 0.09, -0.15, -0.16, -0.06, 0.08, 0.14, -0.42, -0.08, -0.51, 0.07, -0.55, 0.11, 0.00, -0.04, 0.11, 0.15, -0.18, 0.13, -0.41, 0.08, 0.11, -0.20], "homo_ev": -8.928, "molar_mass_g_mol": 1483.31, "de_lowest_kcal_mol": 0.0, "energy_ha": -5794.8492, "spin_multiplicity": 1, "charge": 0, "max_force_ev_per_a": 4.0, "orbital_gap_ev": 9.2933}